# 1
52
Properties=species:S:1:pos:R:3 method="wB97M-V/def2-TZVPD" relative_energy_ev=0.7136 energy_ha=-1280.2697
C -3.02 1.29 -2.63
C -1.63 0.84 -2.95
N -0.99 1.48 -3.89
C 0.26 1.10 -4.22
C 0.90 1.79 -5.26
C 2.16 1.44 -5.66
C 2.83 0.38 -5.02
C 2.24 -0.31 -4.00
C 0.95 0.04 -3.56
C 0.24 -0.62 -2.52
C -1.05 -0.23 -2.24
H -1.61 -0.74 -1.47
C 0.79 -1.73 -1.69
O 0.13 -2.65 -1.29
O 2.08 -1.54 -1.37
C 2.68 -2.52 -0.53
H 2.86 -3.43 -1.11
H 3.63 -2.09 -0.22
C 1.86 -2.95 0.69
O 1.83 -4.11 1.02
N 1.26 -1.98 1.42
C 1.30 -0.56 1.16
H 2.29 -0.27 0.79
H 0.56 -0.27 0.41
C 1.00 0.21 2.45
N -0.32 -0.11 2.92
C -1.15 0.83 3.49
C -2.54 0.66 3.53
C -3.36 1.60 4.11
C -2.83 2.75 4.68
C -1.45 2.94 4.65
C -0.62 2.00 4.07
H 0.44 2.16 4.09
H -1.02 3.82 5.09
H -3.47 3.48 5.13
H -4.42 1.44 4.13
H -2.98 -0.22 3.08
C -0.79 -1.44 2.62
H -1.35 -1.48 1.67
C 0.40 -2.39 2.51
H 0.96 -2.39 3.46
H 0.07 -3.41 2.31
H -1.45 -1.79 3.42
H 1.07 1.28 2.24
H 1.77 -0.03 3.21
H 2.76 -1.12 -3.53
H 3.82 0.11 -5.35
H 2.65 1.97 -6.46
H 0.36 2.60 -5.74
H -3.30 2.12 -3.27
H -3.09 1.60 -1.59
H -3.72 0.47 -2.78

=====

# 2
53
Properties=species:S:1:pos:R:3 method="wB97M-V/def2-TZVPD" relative_energy_ev=0.0958 energy_ha=-1355.5835
C 3.89 1.67 0.66
H 4.85 1.55 0.16
H 3.29 2.38 0.10
H 4.06 2.07 1.65
C 3.18 0.32 0.74
N 1.89 0.42 1.40
C 0.81 0.95 0.76
C -0.38 1.25 1.44
C -1.53 1.67 0.79
C -1.50 1.83 -0.58
C -0.29 1.63 -1.26
C 0.85 1.20 -0.64
H 1.73 1.05 -1.23
C -0.53 1.92 -2.70
O 0.23 1.87 -3.63
N -1.87 2.26 -2.78
C -2.53 2.21 -1.55
O -3.71 2.42 -1.41
C -2.53 2.61 -4.02
H -2.39 3.67 -4.25
H -2.11 2.01 -4.83
H -3.59 2.40 -3.90
H -2.43 1.86 1.35
H -0.43 1.17 2.51
C 1.87 0.20 2.84
H 2.89 -0.01 3.16
H 1.55 1.12 3.34
C 0.96 -0.94 3.31
H -0.04 -0.82 2.90
H 0.88 -0.86 4.39
C 1.43 -2.36 3.00
H 2.42 -2.53 3.43
C 1.51 -2.74 1.52
N 0.38 -2.32 0.71
C 0.57 -1.89 -0.59
O 1.65 -1.80 -1.13
C -0.77 -1.60 -1.13
C -1.18 -1.15 -2.36
C -2.54 -0.93 -2.56
C -3.45 -1.15 -1.54
C -3.05 -1.63 -0.30
C -1.70 -1.85 -0.11
C -0.96 -2.38 1.07
O -1.40 -2.79 2.11
H -3.75 -1.81 0.50
H -4.50 -0.95 -1.71
H -2.89 -0.58 -3.52
H -0.46 -0.97 -3.15
H 1.62 -3.83 1.44
H 2.39 -2.29 1.04
H 0.74 -3.04 3.49
H 3.80 -0.38 1.32
H 3.05 -0.11 -0.25

=====

# 3
58
Properties=species:S:1:pos:R:3 method="wB97M-V/def2-TZVPD" relative_energy_ev=1.2397 energy_ha=-4637.9798 multiplicity=3
Pd 0.22 -0.33 0.14
O -1.40 -1.91 -1.42
C -1.28 -1.74 -0.22
C -1.87 -2.37 0.90
C -2.79 -3.44 0.70
C -3.45 -3.99 1.76
C -3.24 -3.52 3.07
C -2.36 -2.47 3.28
C -1.67 -1.89 2.22
P -0.55 -0.51 2.35
C -0.83 0.21 4.00
C -1.79 1.21 4.13
C -2.11 1.73 5.37
C -1.45 1.25 6.50
C -0.49 0.26 6.38
C -0.18 -0.26 5.13
C 1.12 -1.26 2.48
C 1.34 -2.60 2.17
C 2.63 -3.12 2.19
C 3.70 -2.31 2.54
C 3.49 -0.98 2.86
C 2.21 -0.45 2.82
H -2.95 -3.80 -0.31
H -4.14 -4.81 1.59
H -3.77 -3.97 3.90
H -2.22 -2.09 4.29
H -2.30 1.58 3.24
H -2.86 2.50 5.47
H -1.70 1.65 7.48
H 0.02 -0.12 7.26
H 0.58 -1.04 5.04
H 0.50 -3.24 1.90
H 2.79 -4.16 1.93
H 4.70 -2.72 2.54
H 4.33 -0.34 3.10
H 2.05 0.60 3.04
C -3.29 0.46 -2.23
S -1.56 0.78 -2.61
C -1.81 2.31 -3.51
O -0.93 1.22 -1.31
H -3.83 0.24 -3.15
H -3.69 1.35 -1.73
H -3.31 -0.40 -1.57
H -2.47 2.12 -4.36
H -0.84 2.65 -3.86
H -2.24 3.04 -2.82
Se 1.65 -1.44 -1.54
C 3.22 -0.75 -0.88
N 4.21 -0.31 -0.47
N 2.42 4.64 1.57
N 2.17 3.52 0.80
N 2.44 3.48 -0.48
C 1.98 2.27 -0.79
N 1.46 1.65 0.27
N 1.59 2.47 1.29
H 3.24 5.09 1.19
H 2.55 4.35 2.52
H 2.03 1.84 -1.78

=====

# 4
50
Properties=species:S:1:pos:R:3 method="wB97M-V/def2-TZVPD" energy_ha=-1133.4542 multiplicity=2
C -1.02 1.90 -2.10
C 0.32 2.24 -1.79
C 1.12 1.11 -2.03
H 0.67 3.20 -1.43
C 0.28 0.07 -2.48
C -1.05 0.55 -2.52
H -1.92 0.00 -2.83
H -1.87 2.56 -2.03
H 2.18 1.03 -1.87
H 0.59 -0.94 -2.69
C -0.58 1.14 2.04
C -1.36 2.07 1.33
C -2.39 1.36 0.67
H -1.19 3.13 1.28
C -2.25 -0.01 0.97
C -1.13 -0.14 1.81
H -0.71 -1.07 2.19
H 0.30 1.35 2.61
H -3.16 1.79 0.05
H -2.90 -0.81 0.63
Y -0.40 0.62 -0.28
O 2.08 -2.50 0.11
C 3.44 -2.21 -0.16
C 2.87 -3.50 -0.54
H 3.62 -1.45 -0.92
H 4.09 -2.16 0.71
H 2.62 -3.65 -1.59
H 3.77 -5.82 -1.55
C 3.65 -5.86 -0.47
C 3.17 -4.75 0.21
C 3.00 -4.82 1.59
H 2.59 -3.97 2.12
C 3.31 -5.98 2.27
H 3.17 -6.03 3.35
C 3.80 -7.09 1.59
H 4.05 -7.99 2.13
C 3.97 -7.02 0.22
H 4.34 -7.88 -0.33
O -1.12 3.60 -0.55
N -2.29 4.26 -0.23
C -2.15 5.33 0.77
C -3.41 6.11 1.04
C -4.54 5.88 0.38
C -4.60 4.84 -0.66
C -3.53 4.09 -0.94
H -1.36 6.03 0.44
H -3.39 6.89 1.80
H -5.43 6.47 0.59
H -5.53 4.69 -1.20
H -3.68 3.36 -1.72

=====

# 5
68
Properties=species:S:1:pos:R:3 method="wB97M-V/def2-TZVPD" relative_energy_ev=1.8058 energy_ha=-5007.1114 charge=+3
Ta 0.41 -0.33 -0.01
O -4.27 -2.13 4.67
C -3.37 -1.64 3.86
C -2.48 -0.60 4.17
C -1.54 -0.20 3.24
N -1.44 -0.75 2.02
C -2.32 -1.72 1.73
Br -2.12 -2.38 -0.06
C -3.28 -2.21 2.57
H -4.32 -1.71 5.55
H -2.50 -0.12 5.13
H -0.83 0.58 3.46
H -3.95 -3.00 2.28
N -2.36 1.56 -1.67
C -1.59 0.95 -2.55
N -1.87 1.19 -3.81
C -1.18 0.56 -4.76
N -1.41 0.81 -6.03
N -0.26 -0.38 -4.44
C -0.05 -0.61 -3.18
N -0.60 0.07 -2.13
C 0.72 -1.83 -2.88
C 1.25 -2.60 -3.90
C 1.73 -3.87 -3.61
C 1.59 -4.34 -2.31
C 1.09 -3.49 -1.34
N 0.71 -2.24 -1.60
H -3.08 2.14 -2.07
H -2.22 1.54 -0.67
H -2.13 1.47 -6.29
H -0.91 0.31 -6.75
H 1.26 -2.21 -4.91
H 2.16 -4.49 -4.38
H 1.86 -5.35 -2.05
H 0.96 -3.82 -0.33
O 1.61 1.68 -1.02
N 2.60 1.07 -1.40
O 2.60 -0.14 -1.22
N 5.70 -4.71 0.34
C 4.80 -4.26 0.88
C 3.65 -3.72 1.52
C 3.23 -4.17 2.77
C 2.07 -3.63 3.30
C 1.36 -2.70 2.56
N 1.76 -2.27 1.37
C 2.90 -2.74 0.87
H 3.79 -4.93 3.30
H 1.72 -3.93 4.28
H 0.45 -2.27 2.95
H 3.23 -2.35 -0.09
C -2.63 4.94 0.79
N -1.22 4.90 0.56
C -0.48 6.13 0.28
C 0.97 5.65 0.15
N 0.85 4.21 0.31
C -0.40 3.87 0.61
S -0.90 2.27 1.05
H -3.12 5.52 0.01
H -2.85 5.43 1.75
H -3.05 3.93 0.81
H -0.62 6.84 1.09
H -0.86 6.58 -0.64
H 1.62 6.07 0.93
H 1.41 5.88 -0.82
H 1.66 3.63 0.49
O 2.08 2.24 1.68
N 1.24 1.50 2.12
O 1.21 0.30 1.50

=====

# 6
55
Properties=species:S:1:pos:R:3 method="wB97M-V/def2-TZVPD" relative_energy_ev=0.0000 energy_ha=-1637.5820 charge=+1
Cs 0.20 -0.50 -0.46
C -0.08 0.92 3.38
C -0.28 -0.61 3.49
C -1.68 -1.04 3.12
C -2.71 -0.98 4.05
C -3.99 -1.34 3.67
C -4.20 -1.75 2.36
C -3.12 -1.78 1.50
N -1.88 -1.43 1.86
N 0.94 1.28 2.40
C 2.27 0.91 2.88
C 3.35 1.04 1.84
C 4.55 1.67 2.15
C 5.55 1.75 1.19
C 5.31 1.20 -0.06
C 4.08 0.60 -0.28
N 3.12 0.51 0.63
C 0.91 2.71 2.10
C -0.37 3.15 1.45
C -1.16 4.14 2.01
C -2.33 4.52 1.38
C -2.68 3.89 0.19
C -1.83 2.92 -0.30
N -0.70 2.55 0.30
H 0.16 1.35 4.37
H -1.02 1.38 3.06
H -0.05 -0.96 4.49
H 0.41 -1.09 2.80
H -2.50 -0.66 5.07
H -4.81 -1.31 4.37
H -5.18 -2.05 2.01
H -3.25 -2.10 0.47
H 2.24 -0.14 3.21
H 2.55 1.51 3.76
H 4.70 2.09 3.14
H 6.49 2.23 1.42
H 6.05 1.24 -0.84
H 3.86 0.17 -1.25
H 1.74 2.93 1.43
H 1.07 3.30 3.02
H -0.86 4.60 2.95
H -2.97 5.28 1.80
H -3.59 4.14 -0.33
H -2.07 2.39 -1.22
S -2.22 -0.60 -2.82
C -1.67 0.74 -3.63
N -2.48 1.34 -4.57
C -2.14 2.47 -5.23
C -0.94 3.06 -4.98
C -0.12 2.41 -4.03
N -0.45 1.31 -3.40
H -3.36 0.89 -4.74
H -2.85 2.85 -5.95
H -0.63 3.96 -5.48
H 0.86 2.82 -3.80

=====

# 7
76
Properties=species:S:1:pos:R:3 method="wB97M-V/def2-TZVPD" relative_energy_ev=0.9002 energy_ha=-3224.7575
C 11.08 -21.76 -4.07
C 9.86 -21.71 -3.19
O 10.38 -22.18 -1.96
C 11.70 -21.86 -1.90
O 12.38 -21.85 -0.93
O 12.08 -21.47 -3.15
F 8.91 -22.55 -3.67
H 10.98 -21.06 -4.90
H 11.24 -22.79 -4.41
H 9.45 -20.71 -3.05
C 9.73 -14.86 -0.02
C 10.11 -15.90 -1.06
O 9.05 -16.85 -1.00
C 8.03 -16.31 -0.26
O 7.04 -16.89 0.02
O 8.32 -15.03 0.07
F 11.30 -16.38 -0.63
H 10.06 -13.85 -0.25
H 10.15 -15.10 0.96
H 10.20 -15.55 -2.09
C 10.01 -18.51 2.45
C 11.33 -19.15 2.27
O 11.48 -19.24 0.86
C 10.19 -19.37 0.37
O 9.90 -19.57 -0.76
O 9.33 -19.05 1.35
F 11.33 -20.35 2.93
H 9.98 -17.42 2.37
H 9.50 -18.78 3.37
H 12.07 -18.56 2.83
C 14.88 -14.74 1.72
C 13.55 -15.39 1.21
O 12.68 -14.31 1.37
C 13.09 -13.51 2.37
O 12.45 -12.73 3.00
O 14.37 -13.77 2.69
F 13.27 -16.51 1.91
H 15.34 -14.09 0.97
H 15.57 -15.45 2.16
H 13.71 -15.64 0.16
C 11.29 -17.65 -6.20
C 10.59 -17.18 -4.91
O 11.43 -16.14 -4.45
C 12.42 -15.89 -5.35
O 13.20 -15.00 -5.20
O 12.45 -16.88 -6.25
F 10.58 -18.20 -4.01
H 10.69 -17.38 -7.08
H 11.43 -18.72 -6.21
H 9.56 -16.87 -5.10
C 18.08 -19.11 -5.10
C 18.23 -19.71 -6.47
O 19.54 -20.24 -6.35
C 20.24 -19.34 -5.59
O 21.43 -19.25 -5.56
O 19.41 -18.62 -4.86
F 18.19 -18.70 -7.39
H 17.91 -19.89 -4.35
H 17.36 -18.30 -5.10
H 17.46 -20.43 -6.73
C 18.26 -19.85 0.49
C 17.57 -18.89 -0.47
O 16.19 -19.08 -0.20
C 16.03 -20.35 0.29
O 15.01 -20.92 0.42
O 17.23 -20.84 0.63
F 17.90 -19.16 -1.75
H 18.46 -19.49 1.49
H 19.18 -20.22 0.06
H 17.77 -17.84 -0.26
C 13.21 -18.44 -2.08
C 14.11 -18.81 -3.17
N 14.84 -19.14 -3.99
H 12.34 -19.07 -2.27
H 12.98 -17.38 -2.15
H 13.53 -18.71 -1.08

=====

# 8
60
Properties=species:S:1:pos:R:3 method="wB97M-V/def2-TZVPD" relative_energy_ev=9.4948 energy_ha=-1852.0146 charge=-1
C 6.78 -2.34 0.93
C 6.06 -2.01 -0.54
C 5.41 -0.52 -0.53
F 6.24 0.40 0.33
C 3.81 -0.40 -0.25
C 3.04 0.03 -1.66
O 3.75 0.89 0.52
C 3.55 0.62 1.98
O 3.19 1.44 2.97
O 3.80 -0.86 2.08
C 3.04 -1.32 0.86
C 3.15 -2.92 0.96
C 2.22 -3.69 -0.36
C 2.81 -3.33 -1.94
O 1.43 -2.72 -1.29
C 1.49 -0.87 1.34
O 0.66 -0.12 0.62
O 1.06 -1.30 2.71
H 5.98 -2.30 1.78
H 7.23 -3.42 0.88
H 7.65 -1.58 1.16
H 5.33 -2.88 -0.83
H 6.94 -2.04 -1.33
H 5.57 -0.09 -1.64
H 1.90 -0.19 -1.67
H 3.23 1.21 -1.76
H 3.56 -0.45 -2.61
H 4.20 -3.41 0.96
H 2.54 -3.31 1.91
H 1.78 -4.85 -0.15
H 2.79 -4.51 -2.12
H 2.22 -3.15 -2.91
C -1.10 2.50 0.72
C -2.09 3.42 1.04
C -2.92 3.93 0.04
C -2.76 3.50 -1.28
C -1.75 2.57 -1.61
C -0.92 2.08 -0.60
N -3.65 4.00 -2.33
O -4.51 4.83 -2.01
O -3.49 3.57 -3.48
H -0.45 2.10 1.50
H -2.22 3.75 2.07
H -3.70 4.65 0.31
H -1.61 2.23 -2.63
H -0.14 1.36 -0.84
C -4.92 1.17 -0.09
C -6.08 1.94 0.02
C -7.25 1.37 0.53
C -7.24 0.03 0.94
C -6.08 -0.74 0.83
C -4.92 -0.16 0.31
N -8.46 -0.57 1.51
O -9.47 0.14 1.58
O -8.40 -1.75 1.89
H -4.01 1.62 -0.49
H -6.08 2.98 -0.29
H -8.15 1.98 0.61
H -6.06 -1.79 1.13
H -4.01 -0.75 0.22